Run i
A cluster of 11 separate species, C42H111N5O22 in total, computed with ωB97M-V/def2-TZVPD.

Element x y z (Å)
C 2.63 -3.95 -0.38
O 3.45 -3.13 -1.15
C 4.81 -3.15 -0.75
C 5.00 -2.47 0.59
N 4.59 -1.06 0.48
C 4.78 -0.29 1.69
C 3.75 -0.63 2.79
O 2.48 -0.49 2.18
C 1.41 -0.68 3.09
H 2.37 -3.48 0.58
H 3.04 -4.93 -0.09
H 1.69 -4.14 -0.90
H 5.48 -2.66 -1.47
H 5.21 -4.16 -0.69
H 6.05 -2.48 0.89
H 4.39 -3.00 1.33
H 3.57 -1.11 0.42
H 4.77 0.79 1.49
H 5.74 -0.47 2.20
H 3.84 -0.04 3.70
H 3.96 -1.67 3.08
H 0.51 -0.71 2.48
H 1.36 0.12 3.83
H 1.46 -1.64 3.63
C -0.90 -5.23 1.83
O -2.12 -5.32 1.16
C -1.98 -5.35 -0.26
C -3.29 -5.75 -0.89
N -4.43 -4.89 -0.54
C -4.44 -3.66 -1.35
C -5.57 -2.80 -0.80
O -5.16 -2.28 0.45
C -6.16 -1.67 1.22
H -0.36 -4.29 1.67
H -0.25 -6.08 1.55
H -0.97 -5.42 2.90
H -1.25 -6.12 -0.51
H -1.65 -4.35 -0.55
H -3.54 -6.76 -0.53
H -3.13 -5.78 -1.97
H -4.16 -4.60 0.40
H -4.56 -3.92 -2.40
H -3.50 -3.09 -1.27
H -6.46 -3.43 -0.75
H -5.79 -1.94 -1.44
H -5.73 -1.23 2.12
H -6.87 -2.41 1.60
H -6.60 -0.82 0.68
C 3.01 3.46 2.58
O 2.72 2.81 3.81
C 3.47 3.42 4.86
C 2.74 3.22 6.18
N 2.73 1.80 6.61
C 4.01 1.37 7.14
C 4.01 -0.12 7.45
O 3.51 -0.78 6.30
C 3.50 -2.19 6.40
H 2.36 4.33 2.44
H 2.68 2.82 1.75
H 4.07 3.65 2.42
H 3.65 4.49 4.69
H 4.48 3.02 4.77
H 1.67 3.43 6.08
H 3.09 3.86 6.99
H 2.57 1.28 5.75
H 4.31 2.00 7.98
H 4.81 1.52 6.40
H 3.44 -0.33 8.36
H 5.06 -0.40 7.60
H 3.03 -2.50 5.46
H 2.90 -2.50 7.25
H 4.47 -2.70 6.39
C -4.10 3.31 -0.75
O -4.66 2.05 -1.02
C -4.39 1.53 -2.27
C -4.89 0.11 -2.42
N -4.61 -0.55 -3.68
C -5.18 0.09 -4.88
C -5.18 -0.81 -6.12
O -3.83 -0.99 -6.50
C -3.76 -1.64 -7.77
H -4.16 3.51 0.32
H -4.65 4.07 -1.31
H -3.07 3.42 -1.10
H -3.34 1.65 -2.59
H -4.88 2.04 -3.13
H -5.97 0.08 -2.25
H -4.46 -0.53 -1.64
H -3.61 -0.69 -3.81
H -4.57 0.98 -5.07
H -6.21 0.35 -4.63
H -5.79 -0.26 -6.85
H -5.69 -1.76 -5.92
H -4.41 -2.48 -7.95
H -2.73 -2.02 -7.86
H -3.77 -0.91 -8.59
C -2.34 -1.37 2.18
O -1.70 -0.25 1.59
C -2.13 -0.13 0.23
C -1.63 1.17 -0.37
N -0.25 1.53 -0.22
C 0.61 0.43 -0.63
C 2.06 0.88 -0.76
O 2.19 1.95 -1.67
C 3.57 2.25 -1.87
H -1.97 -2.30 1.72
H -3.41 -1.44 1.96
H -2.19 -1.39 3.26
H -3.23 -0.14 0.21
H -1.79 -1.02 -0.32
H -2.22 1.98 0.08
H -2.08 1.23 -1.37
H -0.07 1.91 0.70
H 0.25 0.13 -1.62
H 0.59 -0.43 0.04
H 2.68 0.04 -1.10
H 2.40 1.12 0.26
H 4.04 2.51 -0.92
H 3.62 3.01 -2.66
H 4.09 1.44 -2.38
O -4.20 -1.22 7.04
C -3.84 -0.36 5.95
C -2.40 0.12 6.10
O -1.50 -0.96 6.04
H -3.74 -2.05 6.89
H -3.88 -1.03 5.09
H -4.50 0.48 5.80
H -2.44 0.61 7.09
H -2.12 0.89 5.38
H -0.62 -0.69 6.32
O -1.03 -4.04 -3.60
C -1.69 -2.79 -3.72
C -1.11 -1.98 -4.86
O -1.74 -0.72 -4.95
H -1.12 -4.61 -4.36
H -2.75 -2.98 -3.93
H -1.63 -2.26 -2.78
H -1.18 -2.52 -5.81
H -0.04 -1.82 -4.70
H -2.51 -0.73 -5.58
O -2.77 1.86 2.86
C -2.18 3.13 2.91
C -0.77 3.03 3.53
O 0.04 2.26 2.65
H -2.18 1.22 2.40
H -2.06 3.60 1.93
H -2.82 3.72 3.57
H -0.84 2.54 4.50
H -0.29 4.01 3.65
H 0.92 2.14 3.01
O 6.69 3.61 -4.36
C 7.30 2.32 -4.18
C 6.46 1.30 -4.92
O 6.91 1.03 -6.26
H 6.98 4.20 -3.67
H 8.35 2.30 -4.45
H 7.21 2.13 -3.10
H 5.40 1.51 -5.04
H 6.48 0.32 -4.43
H 6.28 1.42 -6.86
O 1.46 4.39 -0.48
C 0.87 5.08 -1.55
C -0.63 4.77 -1.73
O -0.79 3.43 -2.16
H 1.65 3.49 -0.80
H 1.06 6.15 -1.46
H 1.38 4.76 -2.47
H -1.05 5.46 -2.46
H -1.06 4.93 -0.73
H -0.41 2.86 -1.46
O 0.32 1.05 -5.58
C 1.21 1.53 -4.57
C 1.81 2.80 -5.15
O 2.53 2.52 -6.35
H -0.39 0.55 -5.14
H 0.64 1.75 -3.68
H 2.00 0.82 -4.30
H 2.45 3.36 -4.46
H 0.97 3.46 -5.38
H 2.00 1.85 -6.79

Computed properties:
SMILES: COCCNCCOC.COCCNCCOC.COCCNCCOC.COCCNCCOC.COCCNCCOC.OCCO.OCCO.OCCO.OCCO.OCCO.OCCO

Run ii
A cluster of 11 separate species, C42H111N5O22 in total, computed with ωB97M-V/def2-TZVPD.

Element x y z (Å)
C -8.43 5.08 -7.96
O -7.32 5.09 -7.04
C -7.49 5.50 -5.71
C -7.35 7.00 -5.50
N -6.03 7.35 -6.00
C -6.06 8.69 -6.64
C -4.67 8.99 -7.17
O -3.64 9.21 -6.16
C -2.27 9.01 -6.57
H -8.90 6.00 -8.29
H -9.21 4.41 -7.60
H -8.02 4.60 -8.85
H -6.83 4.91 -5.08
H -8.39 5.08 -5.24
H -7.70 7.40 -4.55
H -8.08 7.19 -6.29
H -5.89 6.74 -6.79
H -6.32 9.49 -5.95
H -6.67 8.84 -7.53
H -4.69 9.91 -7.76
H -4.47 8.14 -7.83
H -2.04 8.03 -6.98
H -1.77 8.90 -5.60
H -1.82 9.89 -7.02
C -0.10 -0.20 -11.69
O 0.57 0.88 -11.04
C 0.60 2.13 -11.82
C 1.12 3.40 -11.05
N 2.61 3.54 -11.17
C 3.19 4.49 -10.24
C 4.66 4.79 -10.43
O 5.06 5.65 -9.43
C 5.43 5.02 -8.21
H -1.13 -0.13 -11.34
H 0.27 -1.15 -11.30
H 0.10 -0.38 -12.75
H -0.44 2.36 -12.06
H 1.17 2.09 -12.76
H 0.76 3.30 -10.03
H 0.54 4.21 -11.49
H 3.18 2.78 -11.52
H 3.02 4.07 -9.24
H 2.65 5.42 -10.05
H 4.70 5.30 -11.39
H 5.34 3.94 -10.52
H 6.35 4.45 -8.25
H 4.81 4.19 -7.88
H 5.51 5.87 -7.53
C -1.95 -13.14 14.29
O -1.28 -12.88 13.06
C -1.86 -13.38 11.87
C -2.16 -12.31 10.78
N -3.38 -11.56 11.06
C -3.75 -10.70 9.97
C -2.78 -9.46 9.79
O -2.36 -9.04 8.50
C -3.30 -8.62 7.57
H -1.20 -13.15 15.09
H -2.31 -14.17 14.36
H -2.83 -12.51 14.46
H -2.73 -14.00 12.08
H -1.15 -14.03 11.37
H -2.19 -12.90 9.87
H -1.27 -11.70 10.92
H -3.44 -11.30 12.03
H -4.77 -10.34 10.13
H -3.75 -11.25 9.03
H -1.86 -9.49 10.38
H -3.07 -8.68 10.49
H -2.69 -8.52 6.68
H -3.71 -7.64 7.82
H -4.19 -9.19 7.33
C -1.70 0.17 9.48
O -1.40 0.88 10.60
C -1.49 0.08 11.81
C -1.95 0.98 12.93
N -0.74 1.54 13.46
C -0.28 2.75 12.75
C 0.94 3.44 13.47
O 0.49 3.76 14.77
C 1.48 3.98 15.69
H -1.63 0.83 8.61
H -2.74 -0.18 9.49
H -1.22 -0.79 9.29
H -0.61 -0.50 12.06
H -2.31 -0.64 11.80
H -2.24 0.28 13.72
H -2.92 1.47 12.94
H -0.97 1.86 14.39
H -1.10 3.47 12.80
H 0.15 2.40 11.81
H 1.28 4.35 12.99
H 1.71 2.67 13.50
H 2.35 4.50 15.29
H 1.83 3.22 16.38
H 1.10 4.69 16.42
C -2.71 -0.42 -5.30
O -1.69 -0.16 -4.33
C -1.54 1.11 -3.82
C -0.11 1.22 -3.31
N 0.12 0.31 -2.12
C -0.32 0.82 -0.81
C 0.13 0.03 0.40
O -0.15 -1.33 0.28
C 0.41 -2.18 1.22
H -2.73 -1.46 -5.64
H -2.54 0.19 -6.19
H -3.65 -0.10 -4.86
H -2.23 1.32 -3.00
H -1.68 1.82 -4.64
H 0.19 2.25 -3.14
H 0.44 0.88 -4.18
H -0.41 -0.52 -2.35
H -1.40 0.75 -0.72
H 0.08 1.84 -0.76
H -0.33 0.48 1.28
H 1.21 0.12 0.48
H 0.03 -3.15 0.92
H 0.12 -1.95 2.25
H 1.50 -2.10 1.19
O -4.25 5.52 -0.02
C -3.60 6.66 0.39
C -3.40 7.73 -0.68
O -2.58 7.28 -1.68
H -4.06 5.62 -0.96
H -4.16 7.23 1.14
H -2.65 6.32 0.80
H -3.23 8.69 -0.19
H -4.31 7.96 -1.24
H -2.86 7.70 -2.50
O 4.79 4.43 -2.26
C 5.38 5.30 -1.36
C 4.40 6.42 -0.94
O 3.53 6.12 0.11
H 4.03 4.03 -1.83
H 5.80 4.77 -0.51
H 6.22 5.81 -1.83
H 3.90 6.80 -1.82
H 5.02 7.14 -0.41
H 3.01 6.92 0.04
O 4.30 -3.34 -7.77
C 3.63 -2.21 -8.09
C 4.69 -1.19 -8.69
O 5.05 -1.61 -9.92
H 4.85 -3.58 -8.52
H 2.93 -2.40 -8.90
H 3.06 -1.76 -7.27
H 5.60 -1.16 -8.09
H 4.23 -0.21 -8.67
H 5.80 -1.08 -10.17
O 7.84 -6.63 2.18
C 6.99 -5.83 2.95
C 6.09 -6.57 3.91
O 6.89 -7.59 4.50
H 7.97 -6.18 1.34
H 7.74 -5.17 3.38
H 6.36 -5.17 2.35
H 5.25 -7.13 3.49
H 5.77 -5.97 4.76
H 7.47 -7.74 3.74
O 8.49 0.24 -1.43
C 7.51 -0.74 -1.08
C 7.39 -1.95 -2.03
O 8.38 -2.96 -1.79
H 8.41 0.55 -2.34
H 7.67 -1.01 -0.04
H 6.51 -0.30 -1.11
H 7.65 -1.76 -3.08
H 6.34 -2.22 -2.10
H 9.19 -2.48 -1.93
O -3.00 -4.83 -0.93
C -2.09 -5.34 -1.87
C -2.18 -6.87 -1.96
O -2.94 -7.41 -3.04
H -2.55 -4.06 -0.57
H -2.27 -4.85 -2.82
H -1.16 -4.96 -1.44
H -2.55 -7.19 -0.99
H -1.20 -7.33 -2.12
H -3.80 -6.98 -3.00

Computed properties:
SMILES: COCCNCCOC.COCCNCCOC.COCCNCCOC.COCCNCCOC.COCCNCCOC.OCCO.OCCO.OCCO.OCCO.OCCO.OCCO

run i is the most stable structure; the next one sits 940.3 kJ/mol above it.

Run i
A structure of composition C2H3N3O, computed with ωB97M-V/def2-TZVPD.

Element x y z (Å)
O 0.24 1.87 -1.10
C 0.07 0.79 -0.33
N -0.04 -0.43 -0.82
N -0.36 -1.26 0.13
C -0.24 -0.15 1.63
N 0.04 0.92 1.01
H 0.13 1.58 -2.02
H -0.19 -2.23 -0.17
H 0.34 -1.08 1.68

Run ii
The molecule C2H3N3O, computed with ωB97M-V/def2-TZVPD.

Element x y z (Å)
N -0.41 -1.20 0.84
C -0.10 -0.06 0.24
C 1.03 0.39 -0.39
O 0.59 1.49 -1.33
N -0.71 1.43 -1.36
N -1.08 0.55 -0.45
H -1.46 -1.22 1.29
H 0.11 -1.34 1.71
H 2.03 -0.02 -0.55

Computed properties:
SMILES: Nc1conn1

run ii is the most stable structure; the next one sits 45.6 kJ/mol above it.